# 1
DFT (wB97M-V/def2-TZVPD) results for one molecule with the formula C5H12OS2.

Geometry as XYZ:
```
20
C5H12OS2 (wB97M-V/def2-TZVPD)
H 1.4484 0.2521 -4.7935
H 0.1774 1.2636 -2.8808
H 1.3930 0.2450 0.6598
S -0.4917 -0.9465 -1.8331
H -2.4832 0.3299 4.0031
S -0.9687 0.2542 -0.3256
C -0.8343 -0.3352 3.2746
C 0.0410 0.2295 -3.2031
C 0.4345 -0.0944 1.0134
H -1.5144 -0.8802 2.6028
H -0.4818 1.4636 2.0087
H 2.0955 -0.0736 -3.1657
H 0.8913 0.8281 2.8203
C 1.2835 -0.2725 -3.8609
H 1.3782 -1.3422 -4.0899
O -1.5593 0.4723 4.2298
H -0.1783 -0.9084 3.9334
C -0.0339 0.5220 2.2808
H -0.8543 0.1684 -3.7952
H 0.2572 -1.1757 1.1211
```

Values from the calculation:
* molar mass: 152.3 g/mol
* F_max: 3.2 eV/A
* relative energy (zero: lowest compared OMol25 entry of this formula, charge and spin): 1.056 eV
* SMILES string: CCSSCCCO
* HOMO: -8.48 eV
* DFT total energy: -1069.28138 a.u.

=====

# 2
DFT (wB97M-V/def2-TZVPD) results for a 2-piece molecular cluster, C3H8IP overall.

Geometry as XYZ:
```
13
C3H8IP (wB97M-V/def2-TZVPD)
C -0.3738 0.0346 -1.3543
H 0.5670 3.2796 1.1877
H 0.5980 -5.1460 2.1232
P 1.0033 0.7720 1.0061
C 0.6212 -0.2353 -0.2574
H -0.2009 1.1166 -1.7844
H -0.3018 -0.7643 -2.2472
H 0.0534 2.6217 -0.2910
I -0.7559 -5.2490 1.1915
C 0.1067 2.3559 0.6915
H -1.4937 -0.0119 -0.9118
H 1.0797 -1.1248 -0.2385
H -0.9032 2.3508 0.8846
```

Values from the calculation:
* molar mass: 202.0 g/mol
* F_max: 4.3 eV/A
* relative energy (zero: lowest compared OMol25 entry of this formula, charge and spin): 2.934 eV
* SMILES string: C/C=P\C.I
* HOMO: -9.00 eV
* DFT total energy: -758.06266 a.u.

=====

# 3
DFT (wB97M-V/def2-TZVPD) results for one molecule with the formula C4H9NO2.

Geometry as XYZ:
```
16
C4H9NO2 (wB97M-V/def2-TZVPD)
O 0.8288 0.2257 -1.6295
H 2.1217 1.3880 -0.4935
C -1.2759 -0.9748 0.6825
C 1.3676 0.6004 -0.3622
H -1.8952 1.0247 0.8730
N -0.3707 -1.8196 0.0979
H -0.5386 -2.8047 0.2387
O -2.1160 -1.3648 1.4750
H 0.0984 -1.5223 -0.7481
H 1.5580 0.1328 -2.2539
C -1.1424 0.4893 0.2898
H -1.3978 0.6010 -0.7700
C 0.2374 1.1199 0.5330
H 1.8559 -0.2646 0.1063
H 0.5354 0.9698 1.5766
H 0.1336 2.1991 0.3843
```

Values from the calculation:
* molar mass: 103.1 g/mol
* F_max: 0.4 eV/A
* relative energy (zero: lowest compared OMol25 entry of this formula, charge and spin): 0.597 eV
* SMILES string: NC(=O)CCCO
* HOMO: -9.48 eV
* DFT total energy: -363.06359 a.u.

=====

# 4
DFT (wB97M-V/def2-TZVPD) results for one molecule with the formula C19H27ClN6O2.

Geometry as XYZ:
```
55
C19H27ClN6O2 (wB97M-V/def2-TZVPD)
N 1.3369 -0.5490 4.9123
H -0.6963 2.8437 -0.6487
H -2.5624 1.6406 -5.2620
H -1.9602 -4.3904 -0.3706
C -2.6832 0.6104 -4.9156
H -2.5888 -0.0449 -5.7831
C -1.1667 1.9079 -0.3396
H 3.1351 -1.5564 0.4225
N -0.6384 1.5079 0.9463
H -1.1399 -3.2732 -1.4724
H -0.1309 -0.1959 -5.3398
H -1.2514 -3.2695 2.9532
C -1.6381 0.2779 -3.8551
C 0.9861 0.6252 2.4681
C 2.3788 -0.1150 4.2284
H -2.8743 1.0721 -2.2797
H -1.9469 -0.8093 4.4932
N 0.6095 -2.3005 0.4868
H 3.3604 -0.2403 4.6729
H -0.1909 -1.0519 -0.9725
C 0.1375 -0.3737 4.3503
H 0.1245 0.9771 -1.7627
H 3.3885 -3.3012 0.5606
C 0.9499 -3.0633 2.5754
C 2.9902 -2.4215 1.0687
N -1.0445 -0.5050 -0.9986
H -2.2327 2.0741 -0.2144
C 2.2679 0.4874 2.9791
H -1.2035 -0.2348 5.9989
H -1.2706 1.1463 1.6447
C 0.6678 1.2321 1.1129
C -1.0558 -0.8556 5.1139
C -0.4038 -3.0193 2.3364
N -0.0641 0.1981 3.1721
C -0.2316 0.4043 -4.4339
C -1.9644 -3.3755 -0.7681
O 1.5256 1.4315 0.2710
H 0.5374 0.0740 -3.7343
O -2.9840 -0.2811 0.1761
H -2.6146 -2.5033 1.1004
C -1.8424 1.1693 -2.6307
N -0.5677 -2.5541 1.0839
H -0.8870 -1.8748 5.4604
C -0.9140 0.8770 -1.4543
C 1.5414 -2.5955 1.3851
H -0.0186 1.4442 -4.6984
H 1.4443 -3.3721 3.4809
H -2.9018 -3.2074 -1.2986
C -1.9970 -0.9270 -0.1431
H 3.5664 -2.2716 1.9815
C -1.8227 -2.3667 0.3664
H -1.7031 2.2166 -2.9252
H -1.7890 -0.7600 -3.5392
Cl 3.7129 1.0239 2.2126
H -3.6955 0.5076 -4.5207
```

Values from the calculation:
* molar mass: 406.9 g/mol
* F_max: 0.3 eV/A
* relative energy (zero: lowest compared OMol25 entry of this formula, charge and spin): 0.000 eV
* SMILES string: Cc1ccn([C@H](C)C(=O)N[C@H](CNC(=O)c2nc(C)ncc2Cl)CC(C)C)n1
* HOMO: -9.16 eV
* DFT total energy: -1679.49118 a.u.

=====

# 5
DFT (wB97M-V/def2-TZVPD) results for one molecule with the formula C2H3N3O.

Geometry as XYZ:
```
9
C2H3N3O (wB97M-V/def2-TZVPD)
C 1.4701 -0.1888 -0.2200
O -1.7763 -0.7089 -0.0720
N 0.9663 1.1057 -0.6432
H 2.5333 -0.3912 -0.2651
N 0.5826 -0.9821 0.2237
N -0.2549 1.1135 -0.3964
H -0.5359 0.1309 1.3714
C -0.5806 -0.1412 0.3022
H -2.3857 0.0141 -0.2820
```

Values from the calculation:
* molar mass: 85.1 g/mol
* F_max: 0.5 eV/A
* relative energy (zero: lowest compared OMol25 entry of this formula, charge and spin): 2.121 eV
* SMILES string: O[C@H]1N=CN=N1
* HOMO: -10.36 eV
* DFT total energy: -317.45437 a.u.

=====

# 6
DFT (wB97M-V/def2-TZVPD) results for one molecule with the formula C2H5NO2.

Geometry as XYZ:
```
10
C2H5NO2 (wB97M-V/def2-TZVPD)
H -1.7441 -0.1787 0.4387
H 1.9800 0.1067 0.6501
O -1.9158 -1.5127 -1.1246
O 0.6826 -1.2846 -1.2409
C 0.1470 -0.6049 -0.4145
C 0.7935 0.3463 0.4734
H 0.8527 1.1691 -0.1343
H 0.3060 0.5304 1.3587
H -1.4178 -1.7911 -1.9663
N -1.1834 -0.7248 -0.1959
```

Values from the calculation:
* molar mass: 75.1 g/mol
* F_max: 5.2 eV/A
* relative energy (zero: lowest compared OMol25 entry of this formula, charge and spin): 2.719 eV
* SMILES string: CC(=O)NO
* HOMO: -9.43 eV
* DFT total energy: -284.36744 a.u.

=====

# 7
DFT (wB97M-V/def2-TZVPD) results for a 8-piece molecular cluster, C18H55N3O11 overall.

Geometry as XYZ:
```
87
C18H55N3O11 (wB97M-V/def2-TZVPD)
H -2.4937 -4.1676 -2.4899
H -5.2250 -2.0008 -0.6346
H -0.7795 5.2421 -0.5794
C 3.4811 -1.2024 -0.1559
N 4.8878 -1.1604 0.1499
H -0.1074 -2.3305 -2.4197
H 4.7667 0.8359 0.4608
H 2.6999 2.4392 1.7986
C -1.3512 3.2740 -0.0288
C 0.1801 -0.9987 1.1910
O -2.5972 3.6159 0.4830
H -5.6340 -0.5001 2.4109
H -1.7598 -0.7232 3.4234
O -5.3931 0.2167 2.9977
O 3.1178 4.4049 1.5701
H 4.7116 3.1758 1.1471
H -2.0977 -3.2341 -1.1516
C -5.9973 0.2756 -0.9856
H -1.6640 -1.4612 4.7418
H -1.0154 2.3690 0.4774
H 6.7282 0.7883 2.0893
H 0.9925 -5.2002 -4.1756
O -4.9629 -2.9208 -0.6696
O -1.1498 -0.9339 4.1303
H -3.3690 1.8001 1.1871
C -2.9106 -0.8182 -2.6195
H 0.0444 -1.5999 2.0900
C 1.7676 2.9809 -0.0653
C 6.6963 0.1436 1.2109
H -3.8255 -0.9515 1.4825
C -0.7451 -3.0676 -2.9076
H -3.9626 -2.6224 -2.2353
H 3.2254 -0.2366 -0.5919
H -0.6606 -1.1883 0.5236
O 0.0902 -4.2167 -2.6557
N 0.9650 4.0163 -0.7486
H 5.1108 4.7028 1.6034
H 2.2435 -4.5513 -3.0343
O -4.7156 -0.2450 -1.0935
C -3.5982 2.5723 0.4527
H 4.8606 -0.2566 1.9908
O 1.1846 -1.4329 0.3493
H -0.9013 -2.8637 -3.9669
C -4.2042 -0.0168 -2.4302
H 0.2152 0.0078 1.6079
H -3.6758 2.0485 -0.5000
C 5.1770 -0.0353 0.9715
H -3.9928 1.0320 -2.6386
C -2.0934 -3.1849 -2.2405
H 2.4726 -0.7898 1.8786
H 5.4382 -1.1234 -0.6962
H 1.3749 1.9656 -0.1217
H -4.6217 2.8852 0.6594
H -5.9794 1.3517 -1.1581
H 2.5097 -2.4658 1.4561
H -2.9811 -2.2068 1.5395
H -4.9345 -0.3513 -3.1670
H -1.5216 3.0401 -1.0797
H 7.1224 -0.8551 1.3055
H 1.3597 3.5496 2.0024
O -2.9627 -1.2722 1.7454
C -0.3214 4.4005 -0.0598
H 1.5437 4.8410 -0.8197
H 4.3204 4.5930 -0.0059
C 2.4850 -1.4656 1.0234
H -6.4242 0.2131 0.0154
H 9.1382 1.3982 -0.5502
H -6.6442 -0.0283 -1.8086
H -2.2764 -0.6793 -1.7440
H 8.9401 1.9423 1.2187
N -3.1496 -2.3089 -2.7459
H -5.2200 -4.2399 2.6480
C 4.3515 4.1952 1.0084
C 2.2133 3.3138 1.3670
O 7.3611 0.8965 0.1878
H 9.3524 0.4665 1.0432
C 8.7771 1.1816 0.4552
H 1.3878 -3.5976 -4.2679
H -4.2167 -5.0272 1.8323
H -2.3526 -0.3466 -3.4285
H -6.0604 0.8859 2.8456
H -5.0148 -3.2199 0.2382
H 2.7177 2.9432 -0.5982
O -4.8999 -4.3613 1.7542
H 3.3341 -1.9684 -0.9173
C 1.2814 -4.3808 -3.5174
H -0.1631 4.8054 0.9398
```

Values from the calculation:
* molar mass: 489.6 g/mol
* F_max: 2.6 eV/A
* relative energy (zero: lowest compared OMol25 entry of this formula, charge and spin): 4.177 eV
* SMILES string: COCCNCCOC.COCCNCCOC.COCCNCCOC.O.O.O.O.O
* HOMO: -8.31 eV
* DFT total energy: -1710.46402 a.u.

=====

# 8
DFT (wB97M-V/def2-TZVPD) results for C7H25BeN12O9 as an isolated structure.

Geometry as XYZ:
```
54
C7H25BeN12O9 (wB97M-V/def2-TZVPD)
H 1.3994 -0.5335 -1.9773
N -1.9899 -0.7717 -5.9627
H 0.8614 3.7646 3.6828
N 3.2576 -0.6447 5.7017
N -4.3605 -6.2023 -1.0982
H 6.9967 0.3372 -2.8360
O 1.7967 -0.8850 -1.1772
C 8.9153 0.3779 -3.1255
H -5.3371 -6.0536 -0.8877
H 2.5840 -0.3948 4.9918
O 0.5525 -0.7976 0.6944
C -1.9356 0.2901 -6.7586
N 7.7152 0.8307 -3.3464
H -1.1926 5.5637 6.4334
O -0.3311 -0.1753 -1.0625
H -2.2443 -1.7072 -6.2460
O 1.4369 -1.1048 7.1207
N -0.3931 5.3866 5.8421
C -6.7765 1.1738 -0.9674
H -4.0817 -6.9528 -1.7140
N -7.9550 1.6023 -0.8914
H 0.4666 5.8984 5.9799
H -0.9780 2.0544 -6.3650
H -8.5025 1.5145 -1.7356
H -6.7846 1.6103 -2.9181
H -1.7481 -0.5750 -5.0020
H -8.4261 1.2095 -0.0890
Be -3.2126 -0.9515 3.8063
C 2.6374 -1.0897 6.8309
H -1.4532 1.1631 -5.0004
O -3.9115 -4.4527 0.0412
N -2.3197 -5.4520 -1.1493
C -0.3271 4.5431 4.8688
O -6.1497 0.8568 0.0738
H 4.4616 -0.8300 7.5867
H 4.1421 -1.1173 5.5817
N 9.7780 1.2087 -3.4794
O -2.0267 0.1727 -7.9673
H -1.5237 -4.9844 -0.7398
H 7.4022 1.5213 -4.0136
O -1.1064 3.5987 4.7334
C 0.6495 -0.6700 -0.5078
H -2.1199 -6.2062 -1.7906
H 1.6273 5.1266 4.5570
O 9.0826 -0.6695 -2.5980
H -5.2429 1.2461 -2.1800
H 10.7021 0.9234 -3.1881
N 3.5339 -1.2006 7.7353
H 9.6245 2.1759 -3.7265
N -1.4137 1.2159 -6.0083
N 0.8961 4.4412 4.4319
C -3.5548 -5.3008 -0.7028
N -6.2511 1.2755 -2.1286
H 3.1306 -1.3599 8.6474
```

Values from the calculation:
* molar mass: 430.4 g/mol
* F_max: 8.4 eV/A
* net charge: +1
* relative energy (zero: lowest compared OMol25 entry of this formula, charge and spin): 15.715 eV
* HOMO: -11.00 eV
* DFT total energy: -1630.21770 a.u.

=====

# 9
DFT (wB97M-V/def2-TZVPD) results for a 22-piece molecular cluster, C9H56NO26 overall.

Geometry as XYZ:
```
92
C9H56NO26 (wB97M-V/def2-TZVPD)
C -1.3761 -0.6654 -0.2751
C 0.0930 -1.0317 0.3249
H -3.0740 -2.7370 3.9445
H -5.9685 -1.3793 0.8405
H 0.0687 2.3503 3.1913
H 3.8740 4.5643 1.8732
H 0.8639 -3.1052 0.9271
H -4.1052 2.7553 -1.5354
O 6.3938 3.5384 -2.4572
H 8.7633 5.8651 -0.8751
O -3.7932 -6.3245 1.8313
H -3.0889 -2.5802 2.0818
H 3.0092 -1.0572 2.7206
H -4.0064 1.0105 1.2647
H -3.3082 -6.7439 1.1090
H 7.8031 5.5239 0.2561
O -5.0184 8.0467 -3.8435
H -1.5897 1.8788 -0.6628
H -2.8772 -6.4543 -2.5936
H -4.3988 4.4714 -5.1833
O 5.0675 1.0379 1.4848
H 4.3571 2.7335 -2.8441
H 2.6233 -1.8669 -2.7569
H 6.3558 3.2031 -3.3611
H 2.8248 -5.4317 1.3487
H -1.3643 -5.9941 -0.5983
O 2.3866 -5.0912 2.1379
O -4.2600 3.7077 -1.4905
H -4.5332 5.6874 -4.2774
O -2.4790 -7.0217 -3.2682
O 8.2670 6.2681 -0.1530
O 3.7720 3.4911 -2.9642
H -3.0771 -4.4613 0.0815
H 7.0666 3.3758 -0.1597
H 1.2166 0.7311 -3.8938
O 2.7430 -2.2461 -1.8781
H -4.9001 3.8742 -2.1959
C -1.1815 -3.5160 2.9186
O -4.6090 1.7616 1.1496
H 5.8003 4.3016 -2.4651
H 5.2033 0.0821 1.4446
C -0.1429 2.7187 0.9335
O 4.2502 0.3346 4.3536
O -3.6984 -3.7892 -3.2701
N 1.0078 2.4036 0.3358
H 2.6229 4.5574 1.0064
O -5.1713 -1.8998 0.6879
H 2.7410 -4.1958 2.2344
O 3.4293 -1.6056 2.0435
H -3.3653 -4.2671 2.9022
H -0.1109 -6.0126 0.2640
H -3.4205 -3.8005 -2.3422
H -4.4576 -1.2426 0.6852
H -4.2175 -4.5961 -3.3676
H 4.4591 -0.5419 4.6994
H -1.5386 3.7054 -0.4901
H -5.4865 1.3802 1.2703
O -3.5271 -5.0514 -0.5401
O 0.5187 0.0600 1.1700
O -1.0118 -5.6659 0.2395
H -2.4490 2.7618 0.8120
O 2.9623 4.8804 1.8517
H 0.4308 4.0900 2.5949
H -1.3240 3.5488 2.7235
H 6.1068 3.0385 0.9688
O 0.7217 1.1466 -3.1778
H 0.2332 0.4108 -2.7717
C 1.3228 1.0107 0.4744
H 2.8756 -1.4764 -1.3042
H -4.2681 -7.0541 2.2482
H -2.5257 -6.4931 -4.0744
H -4.4650 -4.8742 -0.3925
O -1.4864 -0.4640 -1.6395
C -0.0684 -2.4375 1.0892
H 0.7561 -1.2273 -0.5805
O -0.4563 -2.3197 2.4837
H -4.6041 8.6398 -3.2049
H -0.9272 -2.9936 0.5458
H -5.9644 8.1813 -3.7082
H 4.4265 1.2129 0.7785
H 2.8862 3.1265 -2.8269
O -2.3364 -0.5427 0.5583
H -1.0477 -4.4088 2.1788
H 3.3818 -1.0638 1.2417
C -2.7955 -3.2506 2.9636
H 4.6603 0.3445 3.4765
C -1.5287 2.7144 0.1128
O 2.4489 0.6193 -0.0357
H -0.8379 -3.9006 3.9506
O -4.8561 4.7831 -4.3933
C -0.2669 3.1729 2.4782
O 6.5705 3.7807 0.5639
```

Values from the calculation:
* molar mass: 594.5 g/mol
* F_max: 5.7 eV/A
* net charge: -1
* HOMO: -5.81 eV
* DFT total energy: -2387.46258 a.u.

=====

# 10
DFT (wB97M-V/def2-TZVPD) results for a 11-piece molecular cluster, C5H31NO12 overall.

Geometry as XYZ:
```
49
C5H31NO12 (wB97M-V/def2-TZVPD)
O -3.3320 0.5291 -1.3064
C 0.8626 0.8141 -0.5803
H -0.1380 -2.0417 1.9695
H -1.4041 -3.2078 -0.1397
O 1.8960 3.6094 0.6470
H 3.3571 -1.5530 -2.5962
H 1.6660 -2.5343 1.9552
O -1.1868 1.5124 3.4697
H -0.8298 2.2089 2.8334
H 2.3809 4.0734 1.3235
C 2.2312 -1.8852 -0.3628
O -2.1434 -3.5467 -0.6834
H 2.2976 2.7403 0.6339
H 2.1823 -2.9956 -0.3189
H -1.1800 -1.2217 -1.5922
H 2.1760 -1.2914 -3.5016
H 1.8625 1.2161 -0.7673
H -2.2257 1.4664 1.9100
O 1.7148 -0.0963 2.9052
H -1.4688 3.4232 1.0250
H -2.8464 -3.8437 -0.1008
H -2.5695 3.4424 -1.0921
H -2.8049 1.9994 -0.7044
H 0.0388 -2.7457 -3.8924
H 2.2862 -1.3680 -1.3616
O -2.9769 1.1760 1.4116
H -3.4521 2.0095 1.2850
O -2.3363 2.8285 -0.3973
O -0.8334 3.5253 1.7705
H -0.0180 3.7557 1.3421
H 0.5835 0.3003 -1.5098
C 0.8136 -0.1247 0.6227
H -2.6923 0.2718 -2.0030
H 0.4582 -3.4455 1.0640
N 0.9728 -1.5170 0.2315
O 3.0258 -0.9186 -3.2365
H 3.1111 -1.5026 0.2877
O -1.7411 -1.3928 -2.3724
C 0.7495 -2.4240 1.4126
H 2.4175 0.2925 3.4810
H -0.0263 -1.2722 -3.8587
H -3.1819 -0.1856 -0.6931
H -2.3961 -2.0258 -2.0552
H -0.2297 -0.0645 1.0727
H -0.5687 0.8038 3.5569
O 0.6378 -2.0137 -3.9291
H 0.2251 1.6872 -0.3142
O 2.7645 1.1744 1.5074
C 1.8710 0.3579 1.6514
```

Values from the calculation:
* molar mass: 297.3 g/mol
* F_max: 2.3 eV/A
* relative energy (zero: lowest compared OMol25 entry of this formula, charge and spin): 3.362 eV
* SMILES string: C[C@H](C(=O)O)N(C)C.O.O.O.O.O.O.O.O.O.O
* HOMO: -9.58 eV
* DFT total energy: -1166.73233 a.u.

=====

# 11
DFT (wB97M-V/def2-TZVPD) results for a 2-piece molecular cluster, C4H10NO2 overall.

Geometry as XYZ:
```
17
C4H10NO2 (wB97M-V/def2-TZVPD)
H 1.8771 -1.0447 1.2315
H 3.1783 0.1709 1.0688
O -2.6720 -0.1442 -0.2961
C 1.2649 0.7956 -1.2377
H -2.0654 -1.5633 -1.4180
H 2.6226 -0.5826 -1.2348
N 1.9460 -0.1844 -0.6705
H 1.6227 0.7179 1.1766
C -2.4320 0.7868 0.7837
H 1.6196 0.8427 -2.3228
H -2.4355 0.2740 1.7641
C -1.7162 -0.9174 -0.5573
H -1.4740 1.1776 0.6314
H -3.1797 1.5898 0.5922
O -0.5839 -0.8357 0.0720
H 0.2766 -0.9974 -0.3943
C 2.1508 -0.0855 0.8110
```

Values from the calculation:
* molar mass: 104.1 g/mol
* F_max: 3.0 eV/A
* net charge: +1
* relative energy (zero: lowest compared OMol25 entry of this formula, charge and spin): 5.486 eV
* HOMO: -12.60 eV
* DFT total energy: -363.23403 a.u.